No. 1
117
Properties=species:S:1:pos:R:3:lowdin_spin:R:1 method="wB97M-V/def2-TZVPD" total_charge=+1 total_energy_ev=-105652.1444 lumo_ev="-3.4 / -3.8" spin_multiplicity=6
Mn 0.19123 0.62118 1.14833 3.974
C 3.93859 -0.76218 -0.92556 0.003
C 3.65461 0.65317 -0.40143 -0.003
C 3.03100 1.51062 -1.50272 0.000
P 2.62367 0.71024 1.13245 -0.041
C 3.67020 -0.12968 2.41719 -0.007
C 3.24969 0.29013 3.83623 0.000
C 3.70044 -1.67027 2.32609 0.000
C 2.75001 2.46664 1.54102 0.008
C 3.94395 3.07647 1.93133 -0.002
C 4.04851 4.44626 2.08054 0.009
C 5.31614 5.10195 2.58545 0.001
C 2.92426 5.20080 1.74407 -0.002
C 1.72755 4.61896 1.35403 0.008
C 1.59613 3.22303 1.30678 0.004
N 0.39656 2.55686 1.01102 0.038
C -0.73396 3.32902 0.57512 0.008
C -1.07401 3.40913 -0.79092 0.000
C -0.18779 2.82744 -1.86370 0.002
C -2.21312 4.11102 -1.17051 0.001
C -3.01537 4.77633 -0.24476 -0.001
C -4.22189 5.56583 -0.69364 0.000
C -2.63475 4.72896 1.08529 0.001
C -1.49981 4.03609 1.50929 0.000
C -1.08582 4.13170 2.95872 0.000
H 4.38803 -0.69450 -1.92008 0.000
H 3.01429 -1.34285 -1.01976 0.004
H 4.63030 -1.31650 -0.29284 0.000
H 4.58464 1.11621 -0.07353 -0.002
H 2.17715 0.99334 -1.95476 0.000
H 3.77120 1.68516 -2.28776 0.000
H 2.69879 2.48206 -1.13186 0.000
H 4.66674 0.26200 2.20743 -0.003
H 2.22232 -0.02273 4.02498 0.000
H 3.33144 1.36516 3.99685 0.000
H 3.88554 -0.21753 4.56834 0.000
H 3.62045 -2.05649 1.31006 0.000
H 2.88262 -2.09128 2.90469 0.000
H 4.63918 -2.04176 2.74640 0.000
H 4.82696 2.46769 2.11986 0.000
H 6.13587 4.38352 2.65219 0.000
H 5.16538 5.52613 3.58204 0.001
H 5.63452 5.91874 1.93083 0.000
H 2.98911 6.28539 1.78539 0.000
H 0.88423 5.24398 1.07946 0.001
H 0.21687 1.86770 -1.59935 0.003
H 0.66478 3.48803 -2.04269 0.000
H -0.72852 2.73009 -2.80386 0.000
H -2.47226 4.15996 -2.22995 0.000
H -3.91208 6.45094 -1.25536 0.000
H -4.81929 5.90111 0.15526 0.000
H -4.86190 4.97266 -1.35080 0.000
H -3.22268 5.26752 1.82627 0.000
H -0.58290 5.08496 3.14846 0.000
H -0.38348 3.34663 3.21680 0.000
H -1.95401 4.08726 3.62199 0.000
N -2.01020 0.62650 0.76743 0.000
C -2.65979 -0.01467 1.92929 0.003
C -2.23576 0.69808 3.19358 0.004
N -0.76389 0.71041 3.24989 0.047
H -2.36119 1.57119 0.63681 0.001
H -2.23240 0.09692 -0.06965 0.002
H -2.32850 -1.05406 1.96231 0.001
H -3.74273 -0.00469 1.83986 0.000
H -2.68192 0.20304 4.05276 0.001
H -2.60005 1.72467 3.17411 0.000
H -0.41612 -0.22428 3.45368 0.002
H -0.42081 1.31163 3.98462 0.002
C -6.54747 -2.59110 -1.66279 0.000
C -5.06064 -2.33731 -1.58931 0.000
C -4.47686 -1.26066 -2.24837 0.000
C -3.10520 -1.02679 -2.21360 0.004
C -2.56971 0.17381 -2.96501 0.010
C -2.28477 -1.91703 -1.48682 0.010
Te -0.17685 -1.61328 -1.59457 0.366
N 0.02842 -1.29038 0.63162 0.191
C 0.43272 -2.09905 1.63002 0.026
O 0.65706 -1.63533 2.77746 0.053
C 0.63565 -3.56967 1.44890 0.001
C 1.46444 -4.07287 0.45028 0.010
C 1.65000 -5.44312 0.31883 0.002
C 0.99642 -6.31518 1.17994 0.000
C 0.18537 -5.81242 2.19236 0.002
C 0.01887 -4.44178 2.33529 0.000
C -0.03838 -2.84577 -3.39034 0.142
C -0.67997 -4.08054 -3.44756 0.024
C -0.56153 -4.87474 -4.58133 0.001
C 0.21570 -4.43426 -5.64586 0.016
C 0.85947 -3.20497 -5.57967 0.005
C 0.76151 -2.38653 -4.45211 0.031
C 1.49614 -1.05860 -4.43394 0.004
C -2.85247 -3.01214 -0.80836 0.002
C -2.06998 -4.01118 0.01192 0.007
C -4.23163 -3.18714 -0.87045 0.000
H -7.05367 -1.82435 -2.24908 0.000
H -6.99242 -2.61069 -0.66455 0.000
H -6.74831 -3.56005 -2.12689 0.000
H -5.10646 -0.57881 -2.81702 0.000
H -3.38807 0.79371 -3.33344 0.001
H -1.96430 -0.12866 -3.82599 0.002
H -1.94376 0.79118 -2.32484 0.003
H 1.98112 -3.39548 -0.21777 0.008
H 2.30758 -5.82837 -0.45214 0.000
H 1.13210 -7.38472 1.07229 0.000
H -0.31118 -6.48991 2.87870 0.000
H -0.59554 -4.04203 3.13534 0.000
H -1.29101 -4.42146 -2.61571 0.001
H -1.06900 -5.83165 -4.62878 0.000
H 0.32572 -5.05234 -6.53206 0.001
H 1.46014 -2.86839 -6.42037 0.001
H 1.94687 -0.85797 -5.40607 0.000
H 2.29900 -1.05322 -3.69040 0.000
H 0.82744 -0.22905 -4.19796 0.002
H -1.01355 -4.02138 -0.23085 0.006
H -2.46245 -5.01985 -0.13387 0.000
H -2.15400 -3.78302 1.07680 0.000
H -4.66851 -4.03256 -0.34098 0.000

No. 2
145
Properties=species:S:1:pos:R:3:lowdin_charge:R:1 method="wB97M-V/def2-TZVPD" total_energy_ev=-130274.4418 lumo_ev=-0.6 smiles="CCOc1ccc(O)c2c1C(=O)c1c(I)c(CCOC(=O)CC)cc(CCCSC(=S)N(CC)CC)c1C2=O.COC(=O)OC.COC(=O)OC.COC(=O)OC.COC(=O)OC.COC(=O)OC.COC(=O)OC" spin_multiplicity=1
C 3.66953 -2.08466 -0.26111 -0.050
C 3.43329 -3.33954 -1.07869 -0.231
O 2.68943 -3.09167 -2.27094 -0.029
C 1.34312 -2.98784 -2.13027 -0.208
C 0.59669 -3.82297 -1.29977 0.022
C -0.77463 -3.70394 -1.20533 0.014
C -1.45962 -2.74680 -1.94029 -0.245
O -2.82024 -2.60989 -1.85800 0.053
C -0.73201 -1.92213 -2.78901 -0.009
C 0.65902 -2.02433 -2.87410 0.010
C 1.34677 -1.06134 -3.79216 -0.297
O 2.27533 -1.36746 -4.49637 0.083
C 0.74399 0.32241 -3.80056 -0.110
C 1.48994 1.50070 -3.84826 -0.527
I 3.58429 1.44951 -3.92845 1.035
C 0.82492 2.72818 -3.81437 -0.256
C 1.52617 4.06806 -3.77785 -0.147
C 1.22037 4.76215 -2.45509 -0.172
O 1.70896 3.95836 -1.37467 -0.047
C 0.75524 3.28045 -0.65735 -0.477
O 0.81160 2.08590 -0.56526 0.141
C -0.31618 4.09990 0.02552 -0.135
C -1.69380 3.44946 -0.12093 -0.068
C -0.56425 2.75264 -3.76560 0.019
C -1.33717 1.60221 -3.73712 -0.134
C -2.83780 1.71536 -3.69127 -0.135
C -3.54384 1.52458 -5.05724 -0.232
C -4.70370 0.53060 -4.97383 -0.484
S -6.23321 1.42312 -4.53504 0.855
C -7.27581 -0.00067 -4.14909 -1.117
S -7.75240 -0.99330 -5.32333 0.735
N -7.64074 -0.20681 -2.79283 -0.246
C -8.33121 0.96969 -2.24068 -0.257
C -9.39372 0.58052 -1.19443 -0.072
C -6.44538 -0.58972 -2.00968 -0.243
C -6.79855 -1.45486 -0.79767 -0.070
C -0.65083 0.39053 -3.73507 -0.029
C -1.38613 -0.90177 -3.65068 -0.245
O -2.41284 -1.11870 -4.25204 0.148
H 2.74399 -1.59734 0.04172 0.081
H 4.33742 -1.40202 -0.78314 0.075
H 4.20324 -2.39329 0.64171 0.078
H 4.40302 -3.70465 -1.41737 0.123
H 3.01503 -4.13954 -0.46915 0.103
H 1.08350 -4.58164 -0.70600 0.115
H -1.35248 -4.34775 -0.55228 0.120
H -3.08950 -2.68783 -0.93703 0.109
H 2.60271 3.93890 -3.81682 0.032
H 1.19292 4.70256 -4.59948 0.132
H 0.15008 4.95830 -2.37539 0.110
H 1.71220 5.73540 -2.40171 0.129
H -0.34752 5.10971 -0.37710 0.109
H -0.06369 4.14670 1.08597 0.122
H -2.37294 3.78694 0.66175 0.059
H -1.63443 2.36479 -0.06371 0.081
H -2.16184 3.71852 -1.06924 0.068
H -1.07732 3.70752 -3.73834 0.130
H -3.07255 2.71739 -3.33006 0.105
H -3.24054 1.01701 -2.95701 0.117
H -2.85340 1.21100 -5.83518 0.117
H -3.97821 2.48820 -5.33146 0.090
H -4.85287 -0.02488 -5.89742 0.074
H -4.53516 -0.20010 -4.19022 0.039
H -8.81440 1.49148 -3.06614 0.107
H -7.61420 1.66172 -1.78452 0.105
H -9.59020 -0.48518 -1.28517 0.068
H -9.02452 0.76381 -0.18666 0.066
H -10.30962 1.14141 -1.35980 0.067
H -5.92460 0.31855 -1.68407 0.109
H -5.78912 -1.15562 -2.66786 0.104
H -6.84347 -0.86882 0.12054 0.070
H -7.74624 -1.96791 -0.93526 0.073
H -6.01847 -2.20233 -0.64710 0.059
C -2.94054 -9.06664 2.43780 -0.030
O -2.97842 -7.80129 1.76767 -0.004
C -3.50228 -7.84560 0.54362 -0.627
O -3.92465 -8.82439 -0.01024 0.131
O -3.47641 -6.61136 0.03661 -0.009
C -4.00991 -6.50713 -1.28730 -0.033
H -2.49920 -8.88581 3.41454 0.086
H -3.94556 -9.46358 2.56598 0.099
H -2.32636 -9.77587 1.88704 0.099
H -5.05638 -6.80355 -1.31416 0.099
H -3.43508 -7.11453 -1.98346 0.101
H -3.92312 -5.46122 -1.57082 0.082
C -2.23022 -5.76635 5.14327 -0.040
O -1.61759 -5.72608 6.43354 0.008
C -1.21063 -6.91620 6.87135 -0.626
O -1.32210 -7.95957 6.28063 0.116
O -0.66030 -6.75513 8.07242 0.007
C -0.17636 -7.96359 8.66476 -0.038
H -2.51675 -4.74804 4.89837 0.094
H -1.52869 -6.13113 4.39534 0.096
H -3.11897 -6.39436 5.15990 0.097
H 0.59989 -8.40974 8.04636 0.097
H -0.98938 -8.67209 8.80977 0.097
H 0.23929 -7.68107 9.62715 0.093
C -2.37373 4.15835 3.75213 -0.038
O -3.46624 4.80503 3.09639 -0.005
C -4.06208 5.74980 3.82569 -0.625
O -3.75462 6.07534 4.94120 0.128
O -5.05329 6.26782 3.10330 0.004
C -5.78533 7.30204 3.76759 -0.037
H -1.98692 3.42453 3.05000 0.082
H -1.58870 4.87317 3.99272 0.100
H -2.70278 3.65239 4.65737 0.100
H -5.13281 8.13829 4.01020 0.098
H -6.25243 6.92004 4.67298 0.098
H -6.55067 7.62509 3.06856 0.093
C 3.65133 5.42594 0.32448 -0.020
O 3.65100 6.70942 0.96574 0.012
C 3.55738 6.65763 2.29114 -0.627
O 3.47052 5.65781 2.95573 0.123
O 3.57041 7.90541 2.76090 0.003
C 3.47293 7.99771 4.18428 -0.040
H 3.72398 5.61202 -0.74138 0.091
H 4.50975 4.83974 0.64871 0.103
H 2.73498 4.89603 0.54281 0.079
H 4.31449 7.49819 4.66008 0.097
H 2.53807 7.56446 4.53452 0.096
H 3.49578 9.05752 4.41943 0.093
C 7.97436 -2.04699 0.06449 -0.029
O 7.27907 -2.49561 1.23317 -0.004
C 8.01302 -2.49081 2.34329 -0.626
O 9.16390 -2.15454 2.43079 0.128
O 7.24925 -2.92625 3.34722 0.000
C 7.91534 -2.97251 4.61100 -0.042
H 7.26507 -2.09621 -0.75711 0.088
H 8.30557 -1.01728 0.18304 0.089
H 8.82275 -2.69312 -0.15226 0.099
H 8.24821 -1.97938 4.90614 0.097
H 8.76425 -3.65236 4.57309 0.097
H 7.18331 -3.34005 5.32397 0.092
C 9.46006 1.06195 -3.81050 -0.036
O 9.39207 2.34923 -3.19278 0.007
C 9.18452 2.31407 -1.87749 -0.624
O 9.04660 1.32060 -1.21314 0.118
O 9.15218 3.56622 -1.42765 0.007
C 8.93558 3.67794 -0.01784 -0.035
H 9.62848 1.23638 -4.86878 0.094
H 10.28704 0.48506 -3.40079 0.098
H 8.52502 0.52115 -3.67603 0.096
H 9.73698 3.19011 0.53332 0.098
H 7.97659 3.24366 0.25833 0.096
H 8.93350 4.74108 0.20268 0.093

No. 3
146
Properties=species:S:1:pos:R:3:lowdin_charge:R:1 method="wB97M-V/def2-TZVPD" total_energy_ev=-112723.9248 lumo_ev=-0.2 spin_multiplicity=1
C 1.76532 2.29766 -0.41842 -0.122
C 1.75078 3.48757 -1.52637 -0.373
C 0.45236 3.44440 -2.52166 -0.555
Cl 0.98578 4.32532 -4.07824 0.553
C -0.82413 4.21825 -1.95534 -0.334
C -1.28615 4.00493 -0.43841 -0.135
O -2.21385 2.87574 -0.28578 -0.212
S -2.61420 2.51517 -1.88425 0.797
O -4.06821 2.29271 -2.17032 -0.296
O -1.89941 1.20191 -2.08408 -0.305
O -2.00461 3.84743 -2.73347 -0.183
H 0.72856 1.81817 -0.26350 0.074
H 2.53477 1.48861 -0.71882 0.084
H 2.16910 2.72067 0.57483 0.032
H 1.87334 4.54209 -1.08422 0.119
H 2.66533 3.32154 -2.21310 0.114
H 0.25461 2.35943 -2.81654 0.105
H -0.57032 5.32968 -1.99351 0.164
H -1.98599 4.90187 -0.26783 0.115
H -0.51586 4.06292 0.39945 0.152
C -3.23938 -0.55996 -4.25766 -0.049
C -3.07077 -0.70420 -5.74237 -0.243
N -2.93514 -0.81901 -6.91577 0.119
H -4.10216 0.07264 -4.04169 0.072
H -3.39696 -1.54120 -3.80536 0.078
H -2.34936 -0.10586 -3.82120 0.056
C 0.05908 -0.84510 2.40707 -0.062
C 1.14468 -0.81918 1.37356 -0.248
N 1.99869 -0.79884 0.56923 0.130
H -0.70855 -0.11021 2.15896 0.076
H -0.39563 -1.83658 2.44170 0.061
H 0.47427 -0.60894 3.38848 0.068
C 3.53746 1.25546 3.99752 -0.068
C 2.88877 2.42862 3.33509 -0.240
N 2.38794 3.35494 2.81101 0.134
H 3.18040 1.16422 5.02517 0.076
H 3.29733 0.33982 3.45419 0.074
H 4.61802 1.38889 4.00673 0.024
C -5.51704 5.81398 -1.67094 -0.057
C -4.65582 6.38496 -0.58711 -0.251
N -3.98057 6.83210 0.26096 0.111
H -5.25174 6.26066 -2.63048 0.083
H -5.37212 4.73334 -1.72927 0.061
H -6.56740 6.02138 -1.46059 0.079
C 7.06305 1.31758 6.58787 -0.240
C 6.41870 0.44880 5.54458 -0.200
N 5.91436 -0.22873 4.72564 0.139
H 6.40079 2.13664 6.85986 0.080
H 7.29685 0.73099 7.47106 0.088
H 7.99825 1.73900 6.18646 0.047
C -0.01997 4.74421 5.67246 -0.061
C 0.85674 3.86708 6.50608 -0.250
N 1.54496 3.16969 7.15063 0.110
H 0.22061 4.60970 4.61620 0.065
H -1.06797 4.48676 5.83356 0.081
H 0.13504 5.78961 5.94371 0.081
C 5.72909 3.79806 0.56264 -0.033
C 4.36486 3.82529 -0.05621 -0.068
N 3.28685 3.84678 -0.54469 -0.015
H 6.01770 4.80468 0.87007 0.086
H 5.72719 3.14488 1.43774 0.061
H 6.45738 3.42441 -0.15885 0.050
C -0.19409 3.24911 -8.41020 -0.068
C 0.50292 4.43486 -7.81661 -0.266
N 1.04708 5.36350 -7.35204 0.104
H -0.68542 3.53590 -9.34111 0.080
H 0.52604 2.45856 -8.62253 0.035
H -0.94448 2.87291 -7.71275 0.076
C 2.03905 -0.63366 -8.55584 -0.062
C 1.35357 0.09594 -9.67012 -0.252
N 0.81366 0.66572 -10.55839 0.115
H 1.77980 -0.17770 -7.59882 0.077
H 1.72602 -1.67898 -8.54866 0.080
H 3.12060 -0.58655 -8.69157 0.079
C -1.57766 -3.63925 -5.67877 -0.116
C -0.37616 -4.51261 -5.86595 -0.257
N 0.56584 -5.19594 -6.01255 0.096
H -1.46683 -2.72634 -6.26548 0.035
H -2.47404 -4.16626 -6.00683 0.066
H -1.68648 -3.37545 -4.62725 0.044
C -6.42545 -0.67488 -7.36477 -0.076
C -7.68322 -1.48607 -7.29905 -0.259
N -8.66725 -2.12186 -7.24766 0.097
H -6.15512 -0.32497 -6.36740 0.065
H -5.60917 -1.27970 -7.76257 0.063
H -6.57746 0.18901 -8.01365 0.081
C 3.68620 0.82108 9.47374 -0.038
C 4.76792 0.82603 8.44168 -0.063
N 5.61930 0.82998 7.62013 0.015
H 2.93063 1.56799 9.22179 0.060
H 3.21647 -0.16309 9.50885 0.083
H 4.10166 1.05214 10.45629 0.082
C 5.82959 -3.37062 5.92957 -0.070
C 4.57397 -4.18378 6.00392 -0.256
N 3.58178 -4.82049 6.05360 0.102
H 6.09881 -3.01089 6.92440 0.072
H 6.64528 -3.98154 5.53940 0.080
H 5.67925 -2.51371 5.26978 0.032
C -4.05116 -7.10780 -4.62972 -0.094
C -3.35283 -5.93848 -4.00300 -0.202
N -2.78355 -4.97693 -3.48860 0.002
H -4.53360 -6.79829 -5.55911 0.070
H -3.32778 -7.89560 -4.84998 0.070
H -4.81029 -7.50181 -3.94835 0.015
C -5.67688 -4.83427 -0.39605 -0.062
C -4.58690 -4.79825 -1.42318 -0.088
N -3.73012 -4.77172 -2.23043 0.076
H -6.44140 -4.09463 -0.64057 0.067
H -6.13534 -5.82480 -0.37145 0.056
H -5.26124 -4.60563 0.58673 0.052
C -5.01405 -3.04071 3.78515 -0.074
C -3.93211 -3.01653 2.74993 -0.245
N -3.07007 -2.99314 1.93269 0.118
H -5.77848 -2.30082 3.54112 0.049
H -5.47412 -4.02954 3.81856 0.077
H -4.59494 -2.80991 4.76584 0.077
C 5.57076 4.38512 4.38411 -0.056
C 6.91586 3.72419 4.37188 -0.245
N 7.96934 3.20794 4.36225 0.138
H 5.02614 4.10274 5.28708 0.078
H 5.69010 5.46957 4.36481 0.085
H 4.99576 4.07486 3.51024 0.034
C -8.24840 -5.18143 -4.17536 -0.051
C -7.36748 -6.07200 -3.35308 -0.215
N -6.67718 -6.76851 -2.70931 0.145
H -8.01464 -5.30295 -5.23419 0.081
H -9.29545 -5.43991 -4.01000 0.079
H -8.08981 -4.13931 -3.89340 0.075
C -9.74927 -3.16487 0.40175 -0.067
C -8.89277 -2.58492 1.48482 -0.244
N -8.22291 -2.13113 2.33249 0.123
H -9.47265 -2.73284 -0.56136 0.076
H -9.61253 -4.24669 0.35960 0.077
H -10.79924 -2.94614 0.60185 0.080
C 5.06328 -5.91157 9.56530 -0.066
C 5.75446 -4.73592 10.18439 -0.263
N 6.29488 -3.81521 10.66908 0.101
H 4.58066 -5.61204 8.63290 0.049
H 5.78766 -6.69951 9.35334 0.079
H 4.30568 -6.29864 10.24840 0.078
C 9.54348 2.02409 -1.57598 -0.067
C 8.76446 3.25717 -1.91677 -0.257
N 8.15468 4.22255 -2.18352 0.119
H 8.94344 1.13680 -1.78403 0.079
H 10.45600 1.98493 -2.17273 0.078
H 9.80994 2.03401 -0.51789 0.078